C3H4BrNO | ωB97M-V/def2-TZVPD

Structure (ORCA input):
```
! wB97M-V def2-TZVPD RIJCOSX def2/J DEFGRID3
* xyz 0 1
Br -1.39 -1.57 1.68
O -0.43 0.63 -1.36
N -0.03 -0.71 -1.26
C -0.01 1.32 -0.36
C 0.45 0.58 0.68
C 0.39 -0.80 0.33
H -0.70 -1.31 -1.70
H 0.81 1.05 1.63
H 1.01 -1.60 0.83
H -0.11 2.40 -0.47
*
```

Values from the calculation:
Energy relative to the best compared isomer or geometry (same formula, charge and spin), kJ/mol: 306.9
SMILES: Br[C@@H]1C=CON1
HOMO-LUMO gap, eV: 8.34
Electronic energy, Eh: -2820.596472